C21H28BrNO9SbSn | ωB97M-V/def2-TZVPD

Output
* E_HOMO: -11.0 eV
* net charge: +1
* HOMO-LUMO gap: 8.25 eV
* ΔE to the lowest compared entry with this formula, charge and spin: 49.3 kcal per mole

Last column: natural (NBO) charge in e.
CARTESIAN COORDINATES (ANGSTROEM)
1 Sn -0.122964 0.509896 1.431026  1.468
2 O -3.352382 3.700648 1.712726  -0.629
3 C -2.248976 3.077226 1.351762  0.834
4 O -1.669784 2.276986 2.069296  -0.665
5 C -1.832037 3.475906 -0.036064  -0.188
6 O -0.590707 2.925411 -0.364187  -0.520
7 C 0.579018 3.668187 -0.145557  -0.160
8 C 1.605789 2.652782 -0.567862  0.795
9 O 1.578083 2.334897 -1.870274  -0.779
10 O 2.342280 2.069824 0.191772  -0.589
11 H -3.654730 3.332894 2.560231  0.515
12 H -1.888044 4.561003 -0.153749  0.222
13 H -2.572234 3.014957 -0.687164  0.266
14 H 0.740808 3.926941 0.901850  0.210
15 H 0.615040 4.565246 -0.772540  0.210
16 C 4.460679 2.561964 -3.239133  -0.620
17 C 4.401249 1.246086 -2.462562  -0.799
18 Sb 2.445440 0.558240 -2.129051  2.070
19 C 1.679254 0.376721 -4.088479  -0.736
20 C 0.259416 -0.152179 -4.249504  -0.624
21 C 2.712049 -0.821940 -0.550387  -0.666
22 C 3.569405 -1.976681 -1.056641  -0.646
23 H 5.498769 2.872170 -3.352610  0.236
24 H 3.929087 3.362041 -2.726357  0.218
25 H 4.037539 2.467327 -4.239847  0.210
26 H 4.858736 1.330427 -1.475990  0.252
27 H 4.918365 0.445733 -2.997266  0.241
28 H 2.420220 -0.227158 -4.615614  0.246
29 H 1.781129 1.418339 -4.393964  0.251
30 H 0.161441 -1.184014 -3.917100  0.216
31 H -0.001964 -0.113795 -5.308241  0.237
32 H -0.458036 0.450177 -3.700157  0.220
33 H 1.722491 -1.127631 -0.212491  0.297
34 H 3.184270 -0.187397 0.191364  0.245
35 H 3.079033 -2.552000 -1.842860  0.214
36 H 3.746878 -2.655803 -0.222248  0.250
37 H 4.543511 -1.646375 -1.418832  0.211
38 Br -1.064470 -3.880293 7.786828  0.083
39 C -1.819066 -3.429505 6.115451  -0.078
40 C -3.053151 -3.954114 5.760831  -0.207
41 C -3.607937 -3.623022 4.531742  -0.205
42 C -2.933859 -2.775489 3.666793  -0.180
43 C -1.699827 -2.256535 4.039769  -0.104
44 C -1.134187 -2.579370 5.268311  -0.214
45 C -0.967871 -1.328813 3.137605  0.775
46 O -1.439374 -1.104878 1.951194  -0.856
47 O 0.073378 -0.749616 3.496672  -0.703
48 H -3.575055 -4.611967 6.442314  0.237
49 H -4.571056 -4.031113 4.254209  0.226
50 H -3.353560 -2.506810 2.706916  0.229
51 H -0.174956 -2.164340 5.543505  0.251
52 O -3.647324 0.833068 -0.218313  -0.594
53 C -2.803614 0.038523 -0.576604  0.708
54 C -3.057852 -1.236153 -1.375260  -0.521
55 C -1.677098 -1.888802 -1.484533  -0.510
56 C -0.755065 -0.832176 -0.920364  0.738
57 O 0.476650 -0.885023 -0.881694  -0.781
58 N -1.443884 0.195915 -0.358254  -0.802
59 H -3.488446 -0.961788 -2.338234  0.246
60 H -3.791220 -1.847359 -0.852509  0.254
61 H -1.379955 -2.203000 -2.483599  0.236
62 H -1.589308 -2.754417 -0.826098  0.257

Cartesian forces, eV/Å:
Sn 0.3 0.6 0.4
O 0.1 -0.2 0.2
C -0.2 0.1 0.2
O -0.2 -0.1 -0.1
C 0.1 0.0 0.1
O -0.4 -0.2 -0.3
C 0.0 0.3 -0.1
C 0.5 0.1 -0.5
O -0.5 -0.1 0.7
O 0.2 0.2 0.0
H 0.0 0.1 0.0
H 0.1 0.0 0.0
H -0.1 0.0 -0.1
H 0.0 0.0 0.1
H 0.0 0.0 0.0
C 0.1 0.0 0.0
C 0.1 0.1 -0.2
Sb 0.7 0.1 0.1
C -0.1 -0.3 0.3
C 0.2 0.0 -0.2
C 1.8 -0.4 0.6
C 0.2 0.2 0.1
H 0.0 0.0 0.0
H 0.0 0.0 0.0
H 0.0 0.0 0.0
H 0.0 0.0 0.0
H 0.1 0.0 0.0
H -0.1 0.1 -0.1
H 0.0 0.0 -0.2
H 0.1 0.0 0.0
H -0.1 0.0 0.1
H -0.1 0.1 0.1
H 2.1 -0.1 0.4
H 0.5 -0.1 0.1
H -0.1 0.0 0.0
H 0.0 0.0 0.0
H 0.1 -0.1 0.0
Br 0.0 0.0 0.0
C 0.0 0.0 0.0
C 0.0 0.0 -0.1
C 0.0 0.0 0.0
C 0.0 0.0 0.0
C 0.1 0.0 -0.1
C 0.0 0.0 0.0
C 0.1 -0.2 0.3
O -0.2 0.1 0.2
O -0.2 -0.1 0.3
H 0.0 0.0 0.0
H 0.0 0.0 0.0
H 0.0 0.0 0.0
H 0.0 0.0 0.0
O 0.3 -0.2 0.0
C -0.4 0.1 0.0
C 0.1 0.0 0.0
C -0.1 0.1 0.1
C -2.7 0.5 -0.1
O -3.1 0.2 -1.4
N 0.6 -0.8 -0.8
H 0.0 0.0 0.0
H 0.0 0.0 0.0
H 0.0 0.0 0.0
H 0.0 -0.1 0.0